80
Properties=species:S:1:pos:R:3 method="wB97M-V/def2-TZVPD" gap_ha=0.1121 lumo_energy_ev=-3.13 max_force_ev_per_a=3.87 total_charge=-1 e_homo_ev=-6.18
In -0.81 -0.01 -0.22
F 2.08 -0.11 1.00
O -3.37 0.02 1.46
O -1.55 -1.96 -2.95
O 2.32 -0.74 3.55
O 1.00 2.67 -0.40
O -5.34 0.08 2.16
O -0.33 -1.03 2.62
O 1.18 -0.76 -2.43
O -0.41 0.32 -5.05
O -2.19 -2.50 0.43
O -2.46 2.67 -0.68
O -3.73 -0.69 -1.61
O 0.97 -2.56 -0.39
O -4.30 1.91 1.88
O -1.40 1.06 -3.24
O -0.32 2.40 -4.45
O 2.37 2.42 2.14
O 4.79 -0.55 0.82
O -4.10 -3.31 1.03
O -2.46 -4.59 0.60
O -0.98 2.21 1.90
N -2.93 -3.46 0.63
N -0.73 1.25 -4.29
N -4.33 0.66 1.88
C 3.65 -1.14 3.78
C 3.56 3.07 1.77
C -4.94 0.10 -1.43
C -1.80 -3.43 -2.85
C -2.97 3.16 -1.92
C 2.29 -0.48 -3.11
C 4.99 -0.86 -0.50
C -1.40 2.25 3.34
C 1.50 3.49 -1.47
C -1.24 -1.50 3.60
C 1.69 -3.75 -0.58
H 2.15 2.81 -2.03
H -5.64 -0.42 -0.78
H 1.44 -2.10 0.31
H 1.22 -4.45 0.11
H 0.88 -1.49 -2.97
H -2.83 -3.66 -2.60
H 1.72 -4.17 -1.59
H -1.44 -4.08 -3.65
H 3.68 4.15 1.91
H -0.62 3.07 1.70
H 3.61 -1.49 4.81
H -3.76 2.48 -2.23
H 4.32 -0.28 3.80
H -1.41 -0.81 4.43
H 4.76 -0.07 -1.22
H -2.88 3.17 0.03
H 1.54 2.66 0.40
H -4.01 -1.52 -2.01
H 0.47 -0.98 3.15
H 4.01 -1.85 3.04
H -4.71 1.06 -0.97
H -1.90 -1.75 -3.82
H 0.73 3.78 -2.18
H 3.81 2.85 0.74
H 2.09 4.33 -1.12
H 1.91 -0.19 -4.10
H 4.42 -1.74 -0.78
H 4.37 2.63 2.35
H 2.98 -1.32 -3.17
H -0.69 -2.35 3.98
H 5.97 -1.29 -0.68
H -2.17 -1.80 3.11
H -0.76 2.95 3.88
H -2.35 2.79 3.43
H 2.90 0.33 -2.72
H -2.20 3.36 -2.67
H -3.35 4.17 -1.74
H -5.33 0.33 -2.42
H -1.39 1.34 3.93
H 2.37 -0.47 2.62
H 3.84 -0.55 0.91
H 2.53 1.50 1.92
H -1.27 -3.66 -1.93
H 2.69 -3.57 -0.18